ORCA calculation (ωB97M-V/def2-TZVPD) on a 2-piece molecular cluster, C4H8NO overall at a distorted geometry.

As for the net charge: +1. Its max |F| is 5.38 eV/Å. The calculation puts the HOMO-LUMO gap at 9.351 eV. For the energy, the calculation gives -7804.32234 eV. The value obtained for the HOMO energy is -14.73 eV. The value obtained for the lowest unoccupied orbital energy is -5.3804 eV. The energy relative to the best compared isomer or geometry (same formula, charge and spin) is 3.780 eV.

Each atom is followed by the atoms it is bonded to, with distances in Å.
Positions of all 14 atoms, in Å:
1 C -1.4434 -1.0650 1.1652  N5 1.375, H7 1.008, H8 1.151, H10 1.098
2 C 0.7847 -1.3102 0.1553  N5 1.190, O6 1.212
3 C -0.6060 1.0708 -0.7397  C4 1.348, H9 1.128, H11 1.098
4 C 0.6575 0.8487 -0.3244  C3 1.348, H12 1.108, H13 1.076
5 N -0.2158 -1.5322 0.7595  C1 1.375, C2 1.190
6 O 1.8459 -1.6424 -0.3258  C2 1.212, H14 0.973
7 H -2.1123 -1.2447 0.4327  C1 1.008
8 H -1.3998 0.0675 1.3643  C1 1.151
9 H -1.3139 1.2748 0.1142  C3 1.128
10 H -1.9020 -1.6197 1.9942  C1 1.098
11 H -1.0386 1.1533 -1.7457  C3 1.098
12 H 1.4946 0.6998 -1.0343  C4 1.108
13 H 0.9957 0.9736 0.6889  C4 1.076
14 H 2.2990 -2.5018 -0.3819  O6 0.973